47
Properties=species:S:1:pos:R:3:nbo_charge:R:1 method="wB97M-V/def2-TZVPD" gap_ha=0.2837 multiplicity=1 smiles="CCOCCOB(I)CC(=O)Cl.O=C1C=CC(=O)C=C1.O=C1C=CC(=O)C=C1" total_charge=0 homo_ev=-9.6
C -4.59 -2.58 -0.60 -0.6474
C -4.46 -2.69 -2.22 -0.0725
O -3.44 -3.69 -2.48 -0.5577
C -2.40 -3.21 -3.36 -0.0995
C -1.04 -3.97 -2.89 -0.1012
O 0.15 -3.13 -2.93 -0.7795
B 0.32 -2.37 -1.72 0.9356
I -0.71 -0.40 -1.50 -0.1068
C 1.26 -2.83 -0.47 -0.9664
C 1.71 -4.35 -0.51 0.5595
O 2.94 -4.58 -0.68 -0.5168
Cl 0.62 -5.80 -0.31 -0.0617
H -4.14 -1.57 -0.32 0.2089
H -5.67 -2.60 -0.24 0.2082
H -4.05 -3.46 -0.09 0.2287
H -5.46 -3.15 -2.56 0.1800
H -4.26 -1.66 -2.68 0.1858
H -2.29 -2.08 -3.42 0.1953
H -2.62 -3.58 -4.43 0.1726
H -0.88 -4.84 -3.64 0.2042
H -1.23 -4.47 -1.88 0.2038
H 2.21 -2.18 -0.53 0.2961
H 0.69 -2.53 0.48 0.3245
C 2.99 1.46 2.76 -0.2114
C 2.38 0.56 1.98 -0.2335
C 1.14 -0.11 2.42 0.4890
O 0.58 -0.93 1.71 -0.5213
C 0.59 0.26 3.74 -0.2344
C 1.20 1.16 4.52 -0.2145
C 2.44 1.83 4.08 0.4651
O 3.00 2.65 4.79 -0.4874
H 3.90 1.96 2.46 0.2455
H 2.76 0.29 1.01 0.2389
H -0.32 -0.24 4.04 0.2348
H 0.81 1.43 5.49 0.2334
C 1.87 4.77 1.27 -0.2409
C 0.99 5.77 1.22 -0.2106
C 0.38 6.19 -0.06 0.4676
O -0.43 7.10 -0.10 -0.4788
C 0.78 5.46 -1.28 -0.2268
C 1.66 4.46 -1.23 -0.2215
C 2.27 4.04 0.05 0.4778
O 3.07 3.13 0.10 -0.5045
H 2.33 4.45 2.20 0.2347
H 0.68 6.32 2.11 0.2349
H 0.32 5.78 -2.20 0.2356
H 1.97 3.91 -2.11 0.2345

39
Properties=species:S:1:pos:R:3:mulliken_spin:R:1 method="wB97M-V/def2-TZVPD" gap_ha="0.2527 / 0.2532" multiplicity=3 total_charge=+1 s2=2.00 homo_ev="-10.9 / -10.9"
Pr -0.44 -0.15 -0.57 2.0022
C -2.38 -5.33 -0.13 -0.0002
S -3.35 -3.96 0.52 -0.0005
C -2.22 -2.65 0.60 0.0006
S -0.58 -2.85 0.10 -0.0060
N -2.75 -1.58 1.15 0.0002
N -2.01 -0.46 1.15 -0.0017
C -2.33 0.52 1.94 -0.0043
C -1.54 1.74 1.88 0.0061
C -1.91 2.86 2.63 -0.0006
C -1.14 4.00 2.56 0.0007
C -0.02 4.02 1.74 -0.0002
C 0.27 2.88 1.01 0.0023
N -0.46 1.76 1.07 0.0008
H -3.04 -6.19 -0.13 0.0000
H -1.53 -5.52 0.53 0.0002
H -2.04 -5.11 -1.14 -0.0001
H -3.16 0.43 2.63 -0.0002
H -2.79 2.81 3.25 0.0000
H -1.41 4.88 3.14 0.0000
H 0.61 4.89 1.66 0.0000
H 1.13 2.86 0.36 -0.0014
O -2.05 0.97 -1.54 0.0051
N -2.40 -0.11 -2.08 -0.0005
O -1.44 -0.89 -2.33 -0.0028
N 0.97 0.99 -2.53 -0.0005
C 2.08 0.40 -1.85 0.0065
C 2.09 -0.99 -1.66 -0.0056
C 3.13 -1.57 -0.94 0.0012
C 4.14 -0.79 -0.40 -0.0015
C 4.12 0.58 -0.60 0.0004
C 3.10 1.18 -1.32 0.0005
H 1.13 1.96 -2.76 0.0007
H 0.73 0.50 -3.37 0.0004
H 1.37 -1.62 -2.18 -0.0022
H 3.15 -2.65 -0.81 0.0003
H 4.94 -1.25 0.15 0.0000
H 4.93 1.19 -0.21 0.0000
H 3.11 2.25 -1.50 0.0001

72
Properties=species:S:1:pos:R:3:lowdin_charge:R:1 method="wB97M-V/def2-TZVPD" gap_ha=0.3617 multiplicity=1 smiles=CCO.CCO.CCO.CCO.CCO.CCO.CCO.CCO total_charge=0 homo_ev=-9.4
C -3.97 1.01 -2.56 -0.1072
C -5.19 0.91 -3.44 -0.3157
O -4.94 0.14 -4.62 -0.0816
H -4.13 1.61 -1.67 0.0769
H -3.12 1.43 -3.09 0.0735
H -3.64 0.02 -2.21 0.0738
H -5.55 1.89 -3.77 0.1105
H -6.02 0.44 -2.91 0.1073
H -4.12 -0.34 -4.48 0.0683
C -1.32 -3.35 0.45 -0.0756
C -1.64 -3.01 1.90 -0.2601
O -1.01 -1.75 2.16 -0.1238
H -0.25 -3.39 0.25 0.0632
H -1.77 -2.60 -0.20 0.0699
H -1.71 -4.34 0.18 0.0784
H -1.14 -3.76 2.52 0.1187
H -2.73 -2.97 2.01 0.1056
H -0.79 -1.71 3.10 0.0387
C -0.36 1.85 -1.17 -0.0599
C -0.84 0.56 -0.53 -0.3238
O 0.06 0.19 0.50 -0.0974
H -0.40 2.63 -0.41 0.0865
H -1.09 2.17 -1.91 0.0657
H 0.64 1.75 -1.58 0.0566
H -0.87 -0.20 -1.34 0.1094
H -1.87 0.59 -0.18 0.0901
H -0.23 -0.68 0.83 0.0410
C -4.52 0.20 1.66 -0.0817
C -4.62 -0.36 3.06 -0.3113
O -5.22 -1.66 2.95 -0.0960
H -5.43 -0.04 1.10 0.0795
H -3.62 -0.19 1.18 0.0524
H -4.52 1.29 1.63 0.0779
H -5.24 0.21 3.76 0.1089
H -3.63 -0.43 3.54 0.0997
H -5.49 -1.96 3.82 0.0773
C 3.78 -0.91 -3.12 -0.0848
C 3.21 0.46 -3.45 -0.2811
O 3.35 1.31 -2.31 -0.0986
H 4.69 -0.82 -2.52 0.0768
H 4.14 -1.43 -4.02 0.0813
H 3.12 -1.56 -2.56 0.0519
H 2.16 0.35 -3.74 0.1122
H 3.66 0.93 -4.32 0.1158
H 3.19 0.76 -1.53 0.0676
C 2.47 6.13 -1.47 -0.0942
C 3.12 4.76 -1.56 -0.3372
O 2.28 3.88 -2.28 -0.1034
H 2.11 6.48 -2.44 0.0715
H 3.19 6.83 -1.05 0.0694
H 1.63 6.05 -0.79 0.0700
H 3.30 4.37 -0.55 0.1098
H 4.10 4.83 -2.05 0.1077
H 2.71 3.01 -2.26 0.0267
C 2.48 -1.48 4.95 -0.0754
C 1.23 -1.53 4.09 -0.3175
O 0.05 -1.63 4.90 -0.0807
H 2.71 -2.45 5.39 0.0751
H 2.33 -0.75 5.76 0.0755
H 3.35 -1.17 4.37 0.0755
H 1.26 -2.38 3.40 0.1044
H 1.20 -0.67 3.41 0.1186
H -0.26 -0.73 5.05 0.0959
C 4.24 -2.51 0.08 -0.0740
C 2.77 -2.17 0.02 -0.3135
O 2.66 -0.74 -0.03 -0.1068
H 4.73 -2.30 -0.88 0.0530
H 4.35 -3.58 0.30 0.0778
H 4.78 -1.92 0.81 0.0815
H 2.27 -2.56 0.92 0.0974
H 2.21 -2.56 -0.83 0.1038
H 1.74 -0.50 -0.21 0.0517

84
Properties=species:S:1:pos:R:3:mulliken_spin:R:1 method="wB97M-V/def2-TZVPD" gap_ha="0.1302 / 0.2252" multiplicity=3 total_charge=-1 s2=2.05 homo_ev="-1.5 / -4.1"
Ti -1.61 1.25 -0.39 1.0496
O -2.68 1.24 -1.99 0.0126
C -3.99 1.40 -2.19 0.1295
C -4.43 1.85 -3.43 -0.0783
C -5.78 2.00 -3.73 0.1744
C -6.73 1.68 -2.76 -0.0940
C -6.32 1.25 -1.52 0.1087
C -4.95 1.11 -1.17 -0.0641
C -4.62 0.68 0.15 0.3594
N -3.38 0.69 0.64 0.0908
N -3.19 0.18 1.88 -0.1019
C -1.95 0.37 2.27 0.1733
O -1.08 1.03 1.53 -0.0033
C -1.48 -0.24 3.51 -0.0336
C -0.15 -0.05 3.91 0.0754
C 0.34 -0.66 5.05 -0.0445
C -0.48 -1.47 5.83 0.0881
C -1.81 -1.65 5.45 -0.0428
C -2.30 -1.04 4.31 0.0703
H -3.67 2.07 -4.17 -0.0056
H -6.08 2.35 -4.71 0.0186
H -7.79 1.78 -2.98 -0.0049
H -7.06 1.01 -0.76 0.0056
H -5.42 0.34 0.81 0.0243
H 0.49 0.58 3.30 0.0126
H 1.38 -0.51 5.34 -0.0023
H -0.10 -1.94 6.73 0.0110
H -2.46 -2.27 6.05 -0.0019
H -3.33 -1.19 4.00 0.0057
O 0.29 1.66 -1.05 0.0352
C 1.07 2.67 -0.84 -0.0028
C 2.46 2.53 -1.06 0.0015
C 3.36 3.54 -0.83 0.0008
C 2.92 4.78 -0.36 -0.0005
C 1.57 4.96 -0.17 0.0000
C 0.63 3.96 -0.42 0.0193
C -0.79 4.26 -0.27 0.0098
N -1.80 3.41 -0.20 -0.0221
C -2.96 4.13 -0.07 0.0148
C -2.66 5.46 -0.08 0.0037
N -1.28 5.53 -0.19 -0.0004
H 2.81 1.57 -1.43 -0.0014
H 4.42 3.37 -1.00 0.0000
H 3.62 5.57 -0.14 0.0001
H 1.23 5.92 0.22 0.0005
H -3.91 3.64 0.00 0.0004
H -3.27 6.34 -0.02 0.0003
H -0.74 6.36 -0.28 -0.0004
Cl 7.07 -6.12 2.16 0.0000
C 5.73 -5.16 1.62 0.0001
C 5.47 -5.03 0.27 0.0000
C 4.39 -4.26 -0.14 0.0003
C 3.57 -3.61 0.77 -0.0002
C 2.40 -2.80 0.29 0.0004
C 1.07 -3.54 0.48 -0.0019
N -0.01 -2.75 -0.07 0.0053
C -0.73 -3.02 -1.21 0.0013
C -1.45 -1.90 -1.48 0.0158
N -1.14 -0.94 -0.55 -0.0465
C -0.27 -1.47 0.27 0.0119
O 2.49 -2.48 -1.08 0.0006
C 2.92 -1.14 -1.33 0.0040
C 2.55 -0.78 -2.73 -0.0037
C 3.21 -1.22 -3.84 -0.0002
Cl 4.60 -2.23 -3.86 0.0000
S 2.49 -0.67 -5.29 0.0001
C 1.28 0.17 -4.41 0.0014
C 1.43 0.03 -3.07 -0.0098
C 3.87 -3.75 2.13 -0.0003
Cl 2.90 -2.95 3.32 0.0015
C 4.94 -4.52 2.56 0.0000
H 6.11 -5.53 -0.45 0.0000
H 4.18 -4.14 -1.19 0.0000
H 2.34 -1.87 0.88 0.0003
H 0.90 -3.73 1.54 0.0003
H 1.10 -4.49 -0.04 -0.0006
H -0.66 -3.98 -1.71 0.0005
H -2.15 -1.71 -2.27 0.0040
H 0.16 -0.96 1.12 0.0125
H 4.00 -1.06 -1.17 0.0000
H 2.41 -0.46 -0.64 -0.0009
H 0.52 0.73 -4.94 -0.0001
H 0.80 0.51 -2.33 0.0127
H 5.15 -4.62 3.62 0.0000

107
Properties=species:S:1:pos:R:3:lowdin_charge:R:1 method="wB97M-V/def2-TZVPD" gap_ha=0.2267 multiplicity=1 total_charge=-1 homo_ev=-4.4
C -0.86 -0.50 -0.69 -0.1118
C 0.04 0.68 -1.30 -0.2468
C -0.04 2.03 -0.49 -0.1523
C -1.26 2.99 -0.88 -0.3762
C -1.91 2.87 -2.37 -0.2625
O -3.20 3.53 -2.21 -0.3978
P -3.74 3.01 -0.61 0.5004
C -4.54 2.00 0.83 -0.3477
C -5.79 1.12 0.32 -0.2607
C -5.38 0.05 -0.77 -0.2541
O -6.49 -0.66 -1.37 -0.2358
C -7.43 0.23 -1.98 -0.1478
O -2.19 3.28 0.19 -0.3395
H -1.90 -0.46 -1.12 0.0628
H -0.83 -0.51 0.44 0.0711
H -0.39 -1.47 -1.02 0.0296
H -0.16 0.79 -2.41 0.0985
H 1.12 0.31 -1.24 0.0726
H 0.93 2.60 -0.70 0.1000
H -0.04 1.87 0.64 0.1164
H -0.73 4.00 -0.98 0.1136
H -1.99 1.83 -2.82 0.0880
H -1.25 3.45 -3.09 0.1114
H -3.15 1.75 -1.00 0.0164
H -5.03 2.81 -1.26 -0.0082
H -4.17 4.31 -0.17 -0.0008
H -3.78 1.38 1.39 0.0651
H -4.99 2.75 1.55 0.0606
H -6.57 1.86 0.00 0.0814
H -6.13 0.53 1.24 0.1017
H -4.72 0.46 -1.58 0.1012
H -4.76 -0.73 -0.23 0.1251
H -7.84 -0.14 -2.96 0.0786
H -8.30 0.33 -1.25 0.0879
H -7.03 1.29 -2.10 0.0871
C 0.14 -5.86 -4.05 -0.1157
C -0.28 -5.73 -2.59 -0.2706
C -0.43 -4.28 -2.13 -0.1862
C 0.88 -3.57 -2.28 -0.2164
N 1.89 -3.01 -2.39 0.1557
H 1.12 -5.41 -4.23 0.0684
H 0.20 -6.91 -4.34 0.0681
H -0.59 -5.37 -4.71 0.0780
H 0.46 -6.24 -1.97 0.1004
H -1.23 -6.25 -2.44 0.1083
H -0.74 -4.24 -1.09 0.0562
H -1.18 -3.77 -2.73 0.1272
C -2.04 7.18 -1.95 -0.1076
C -2.11 7.28 -0.43 -0.2617
C -1.10 8.27 0.15 -0.1837
C 0.30 7.84 -0.19 -0.2192
N 1.38 7.51 -0.45 0.1419
H -1.07 6.80 -2.28 0.0689
H -2.80 6.49 -2.32 0.0705
H -2.21 8.15 -2.42 0.0692
H -1.95 6.29 0.00 0.1046
H -3.12 7.60 -0.14 0.1091
H -1.20 8.32 1.24 0.1094
H -1.26 9.27 -0.25 0.1113
C -1.18 -6.86 2.24 -0.1058
C -0.22 -5.79 2.73 -0.2812
C -0.90 -4.44 2.95 -0.1680
C -1.49 -3.95 1.67 -0.1843
N -1.94 -3.57 0.67 0.1681
H -1.62 -6.60 1.27 0.0663
H -0.67 -7.81 2.12 0.0688
H -2.00 -7.00 2.95 0.0777
H 0.59 -5.68 2.00 0.0894
H 0.24 -6.12 3.66 0.0911
H -0.17 -3.70 3.31 0.1192
H -1.69 -4.52 3.70 0.1192
C 2.33 6.36 2.54 -0.1121
C 1.95 6.48 4.01 -0.2715
C 2.81 5.59 4.92 -0.1926
C 2.65 4.16 4.54 -0.2256
N 2.52 3.04 4.25 0.1343
H 2.17 5.35 2.16 0.0766
H 1.71 7.03 1.93 0.0281
H 3.38 6.63 2.38 0.0796
H 0.90 6.22 4.13 0.1125
H 2.06 7.52 4.32 0.1042
H 2.52 5.72 5.96 0.1089
H 3.87 5.87 4.83 0.1130
C 5.85 -6.87 1.50 -0.1117
C 4.70 -7.54 0.77 -0.2697
C 3.35 -6.87 1.04 -0.1866
C 3.03 -6.94 2.50 -0.2181
N 2.80 -7.00 3.65 0.1462
H 5.73 -6.93 2.59 0.0698
H 6.80 -7.36 1.26 0.0719
H 5.94 -5.81 1.23 0.0801
H 4.65 -8.59 1.06 0.1106
H 4.90 -7.51 -0.31 0.1092
H 2.56 -7.38 0.49 0.1108
H 3.37 -5.82 0.73 0.1212
C 4.40 -0.35 -2.68 -0.1157
C 4.31 -0.25 -1.17 -0.2690
C 5.32 0.74 -0.57 -0.1832
C 6.72 0.31 -0.90 -0.2286
N 7.80 -0.02 -1.15 0.1196
H 5.38 -0.72 -3.01 0.0664
H 3.65 -1.04 -3.06 0.0418
H 4.23 0.63 -3.15 0.0770
H 4.47 -1.24 -0.74 0.1090
H 3.30 0.06 -0.89 0.0878
H 5.21 0.79 0.51 0.1142
H 5.15 1.75 -0.97 0.1177

13
Properties=species:S:1:pos:R:3:nbo_charge:R:1 method="wB97M-V/def2-TZVPD" gap_ha=0.3097 multiplicity=1 total_charge=-2 homo_ev=-2.7
Mg 20.90 -25.14 4.42 1.7702
Cl 22.88 -25.30 2.19 -0.9218
Cl 18.43 -26.73 3.83 -0.9208
B 19.70 -22.61 4.67 -0.8896
H 20.77 -22.76 4.61 -0.0561
H 19.40 -21.57 4.63 0.0060
H 19.35 -23.09 3.78 -0.0140
H 19.39 -23.11 5.57 -0.0143
B 21.76 -25.84 6.79 -0.8872
H 21.88 -26.50 5.94 -0.0526
H 22.45 -26.01 7.60 0.0168
H 21.96 -24.85 6.41 -0.0387
H 20.74 -25.92 7.14 0.0020

Computed DFT total energy, in the same sequence as the records: -2006.62314, -2279.90576, -1240.23839, -4762.14845, -2191.25681, -1174.94945 Eh.